a) {"formula": "C7H16", "method": "ωB97M-V/def2-TZVPD", "lumo_ha": 0.0432, "e_homo_ev": -10.0, "mol_weight_g_mol": 100.205, "elements": ["C", "C", "C", "C", "C", "C", "C", "H", "H", "H", "H", "H", "H", "H", "H", "H", "H", "H", "H", "H", "H", "H", "H"], "positions_angstrom": [[-0.51, 1.47, 0.54], [2.60, -1.48, -0.10], [0.14, 2.43, -0.36], [-1.46, -0.85, 0.62], [-2.07, -1.81, -0.40], [-1.10, 0.35, -0.16], [3.18, -0.32, 0.04], [0.94, 3.05, 0.07], [-1.28, -2.14, -1.15], [-2.52, -2.78, -0.01], [3.92, -0.22, 1.02], [1.74, -1.63, -0.74], [-2.04, -0.54, 1.65], [-0.65, 3.35, -0.49], [-0.69, -1.24, 1.30], [0.50, 1.88, -1.38], [-1.46, 1.73, 0.91], [2.88, -2.41, 0.60], [-2.87, -1.24, -0.73], [3.24, 0.58, -0.68], [-2.09, 0.89, -0.44], [-0.69, -0.14, -1.37], [0.27, 1.08, 1.29]]}

---

b) {"formula": "C7H16", "method": "ωB97M-V/def2-TZVPD", "lumo_ha": 0.0323, "e_homo_ev": -9.0, "mol_weight_g_mol": 100.205, "elements": ["C", "C", "C", "C", "C", "C", "C", "H", "H", "H", "H", "H", "H", "H", "H", "H", "H", "H", "H", "H", "H", "H", "H"], "positions_angstrom": [[2.20, -0.74, -0.05], [-2.41, -0.33, 0.21], [2.51, 0.49, -0.18], [-0.89, 0.06, 0.01], [0.00, 0.49, 1.23], [-0.35, -1.25, -0.60], [-0.74, 1.29, -0.96], [-1.77, 1.36, -1.57], [-0.17, -0.26, 2.16], [-0.52, 2.43, -0.20], [2.35, -1.49, -0.68], [-3.08, 0.68, 0.29], [1.11, 0.15, 0.88], [0.04, 1.68, 1.59], [-1.15, -1.85, -1.19], [-0.12, -1.79, 0.42], [-2.39, -0.90, 1.16], [2.29, 1.08, 0.78], [0.77, -1.07, -1.07], [2.11, -1.18, 0.93], [2.80, 1.01, -1.08], [-2.86, -1.16, -0.68], [0.26, 1.30, -1.39]]}

---

We find a) to be the most stable, with the next structure 2.143 eV higher.